1.
Computed, not measured: a molecular structure, C17H28AsBN3O4PdS, with ωB97M-V/def2-TZVPD.

```
56
C17H28AsBN3O4PdS (ωB97M-V/def2-TZVPD)
Pd -0.1171 0.1162 -0.0177
N 2.2409 -3.4520 -0.7409
C 1.8587 -2.2523 -0.2207
S 0.3853 -2.1583 0.6749
N 2.6526 -1.2307 -0.4149
N 2.1217 -0.0190 -0.0049
C 2.9544 0.7167 0.6351
C 2.6834 2.0702 1.1059
C 3.5570 2.6137 2.0167
C 3.3782 3.9160 2.5126
C 2.3141 4.7054 2.0742
C 1.4411 4.2179 1.1392
C 1.5786 2.8808 0.5984
O 0.7913 2.4851 -0.2790
H 1.8447 -4.2892 -0.3495
H 3.1865 -3.5135 -1.0852
H 3.9448 0.3257 0.8605
H 4.4011 2.0384 2.3755
H 4.0781 4.3052 3.2385
H 2.1940 5.7038 2.4721
H 0.6047 4.7885 0.7602
C -3.9322 2.4367 2.4801
C -3.2026 2.9906 1.2650
C -3.0083 4.4901 1.4070
O -1.8818 2.3697 1.2489
B -1.8970 1.3946 0.3025
O -3.0323 1.3608 -0.4481
C -3.8196 2.5419 -0.1044
C -3.6084 3.5452 -1.2291
C -5.2770 2.1250 -0.0370
H -3.3594 2.6791 3.3744
H -4.0310 1.3528 2.4270
H -4.9253 2.8742 2.5805
H -2.5777 4.7059 2.3843
H -3.9622 5.0152 1.3411
H -2.3448 4.8821 0.6397
H -2.5556 3.8079 -1.3339
H -4.1797 4.4580 -1.0651
H -3.9412 3.1008 -2.1672
H -5.4274 1.2989 0.6539
H -5.6104 1.8141 -1.0272
H -5.9076 2.9579 0.2773
C -0.9926 -2.8634 -2.9892
As -2.3084 -1.8057 -2.0838
C -2.6462 -0.2479 -3.1443
C -3.9229 -2.8220 -1.9560
O -1.7955 -1.3823 -0.5453
H -1.3235 -3.0812 -4.0040
H -0.8400 -3.7949 -2.4467
H -0.0527 -2.3131 -3.0233
H -2.7459 -0.5320 -4.1911
H -1.8156 0.4456 -3.0215
H -3.5533 0.2329 -2.7874
H -4.3623 -2.9537 -2.9438
H -4.6119 -2.2786 -1.3121
H -3.7079 -3.7933 -1.5144
```

Computed properties:
E_LUMO (spin up / spin down), eV: -2.632 / -5.596
ΔE to the lowest compared entry with this formula, charge and spin, kcal/mol: 2.8
Charge: +1
HOMO-LUMO gap (spin up / spin down), eV: 7.19 / 6.03
2S+1: 5

2.
Computed, not measured: a molecular structure, C17H28AuN4O6Se at a distorted geometry, with ωB97M-V/def2-TZVPD.

```
57
C17H28AuN4O6Se (ωB97M-V/def2-TZVPD)
Au -1.5772 -0.3315 0.0026
C -3.0015 1.3039 -1.4324
N -3.2537 0.9868 0.0158
C -3.0273 2.1919 0.8653
C -4.6028 0.4893 0.2256
C -4.6179 -1.0155 -0.1693
N -3.2555 -1.5698 0.0246
C -3.0924 -2.7764 -0.8096
C -2.9985 -1.9056 1.4634
H -3.6700 2.1027 -1.7818
H -3.1500 0.4270 -2.0732
H -1.9850 1.6282 -1.5952
H -3.7176 3.0092 0.6196
H -1.9867 2.5176 0.7408
H -3.1477 1.9441 1.9246
H -5.3508 1.0632 -0.3319
H -4.8597 0.5569 1.2848
H -4.8887 -1.0784 -1.2247
H -5.3682 -1.5699 0.3992
H -3.8255 -3.5462 -0.5394
H -2.0961 -3.1889 -0.7044
H -3.2199 -2.5216 -1.8640
H -3.6817 -2.6888 1.8249
H -3.1129 -1.0253 2.1005
H -1.9862 -2.2587 1.6097
C 4.6443 0.7392 -1.4196
N 3.7095 -0.3687 -1.2360
N 2.7987 -0.1642 -0.1832
C 1.5101 -0.3707 -0.6382
O 0.4666 -0.3204 -0.0214
C 1.6285 -0.7580 -2.0428
C 2.9368 -0.7442 -2.3287
C 3.5607 -1.0611 -3.6447
C 3.2088 -0.2080 1.1591
C 2.3302 0.1657 2.1740
C 2.7317 0.1320 3.5003
C 4.0145 -0.2824 3.8357
C 4.8918 -0.6668 2.8331
C 4.4909 -0.6303 1.5050
H 5.1563 0.9863 -0.4924
H 4.1246 1.6362 -1.7730
H 5.4052 0.4608 -2.1493
H 0.7899 -1.0040 -2.6677
H 2.8167 -1.4264 -4.3501
H 4.3244 -1.8338 -3.5304
H 4.0287 -0.1752 -4.0808
H 1.3298 0.5060 1.9439
H 2.0370 0.4316 4.2744
H 4.3243 -0.3115 4.8737
H 5.8891 -1.0069 3.0846
H 5.1815 -0.9715 0.7441
O -1.2741 4.1525 -1.0509
Se -0.3526 3.3156 0.0061
O -0.6584 3.9457 1.4815
O -0.8723 1.6263 -0.0079
O 1.2818 3.4981 -0.3637
O -0.9817 -2.0360 -0.0102
```

Computed properties:
E_LUMO, eV: 2.575
ΔE to the lowest compared entry with this formula, charge and spin, kcal/mol: 125.5
Charge: -1
HOMO-LUMO gap, eV: 6.72
2S+1: 1

3.
Computed, not measured: a gas-phase ion, C17H28BF2O2 (charge -1) at a distorted geometry, with ωB97M-V/def2-TZVPD.

```
50
C17H28BF2O2 (ωB97M-V/def2-TZVPD)
C 4.9176 -3.2802 0.2360
C 4.7381 -1.7672 -0.3060
O 3.6883 -1.6398 -1.2880
C 3.5320 -0.2223 -1.6608
C 2.5078 0.4442 -0.5725
O 1.2487 0.5789 -1.2458
B 0.0836 0.2650 -0.3875
C 0.1312 0.9026 1.1223
C 0.4504 2.5085 1.1422
C -0.1388 3.1480 2.5076
F -0.9316 4.3424 2.2842
C -1.2511 0.7576 -1.2726
C -2.5855 0.8761 -0.4158
C -2.9184 2.1496 0.4491
C -4.2034 2.3190 1.2872
C -5.2689 1.1982 1.3323
C -5.0067 -0.0687 0.4740
C -3.7012 -0.2342 -0.3862
C -3.5942 -1.5841 -1.2282
C -0.1311 -1.3831 -0.2024
C 0.1069 -2.1579 -1.6036
F 0.6688 -1.9540 0.8740
H 4.0737 -3.9717 -0.0911
H 5.9230 -3.6888 -0.1134
H 4.9384 -3.3086 1.3910
H 4.4680 -1.1346 0.6177
H 5.7498 -1.4033 -0.7226
H 3.0309 -0.2554 -2.7007
H 4.5325 0.3289 -1.6585
H 2.9753 1.4774 -0.3263
H 2.5157 -0.2657 0.3178
H 0.9749 0.4380 1.7676
H -0.8295 0.7410 1.7377
H 0.0416 3.0441 0.2223
H 1.5962 2.6567 1.2039
H -0.7650 2.4041 3.1061
H 0.7405 3.4682 3.1809
H -1.4673 0.0802 -2.1652
H -1.0217 1.8122 -1.6814
H -2.1658 2.9999 0.4378
H -4.3120 3.3121 1.8593
H -6.1814 1.3659 1.9895
H -5.8094 -0.8918 0.5090
H -3.1809 -1.3705 -2.2709
H -4.6292 -2.0843 -1.3182
H -2.9140 -2.3814 -0.7493
H -1.2363 -1.5017 0.1249
H 0.1307 -1.4405 -2.5047
H 1.1466 -2.6342 -1.5503
H -0.6675 -2.9945 -1.7522
```

Computed properties:
E_LUMO, eV: 3.228
Charge: -1
HOMO-LUMO gap, eV: 7.82
2S+1: 1

Table of E_tot (a.u.), in record order: -3916.22492; -3871.74833; -1039.48190